Computed, not measured: a structure of composition C29H51KN2O4SSi, with ωB97M-V with the def2-TZVPD basis set.

Calculated values
HOMO-LUMO gap	7.16	eV
highest occupied orbital energy	-6.9	eV
E_tot	-77113.4220	eV
relative energy (zero: lowest compared OMol25 entry of this formula, charge and spin)	0.0	kJ/mol

```
! wB97M-V def2-TZVPD RIJCOSX def2/J DEFGRID3
* xyz 0 1
H 3.6999 -0.6559 2.6741
C 2.3998 1.7074 2.2242
H -3.1048 -2.1031 4.7689
H 5.1953 -1.8655 -2.6293
H 1.4983 2.2638 1.9609
O -1.3621 -1.0726 3.1642
H 4.0877 0.4462 4.0110
C -2.6599 -2.8174 4.0732
H -1.2073 -3.4188 1.8201
O 1.1501 -0.3082 2.6606
C 2.8695 0.6783 -2.9866
C 5.5452 -0.0842 -3.7647
H 3.1340 2.4093 2.6264
C 1.4791 1.2376 4.5137
H 2.2182 1.8791 4.9997
H -2.3574 0.5566 -1.4000
H 1.2911 -3.2116 -4.4706
H -2.4525 0.9264 4.4063
H -0.8159 -1.5624 5.6713
C -1.5640 4.0682 -4.4684
H -3.5763 4.3417 -5.1838
C 1.4188 -2.3408 -3.8299
H -1.4140 -1.5727 -1.7553
H 5.5936 1.8108 -4.7716
H 0.2852 3.5110 -3.5389
C -3.0699 0.8239 -2.1834
H 2.8286 1.2488 1.3280
H 3.3572 2.4615 -4.1112
H 2.1961 -4.0547 -1.0118
H 6.5524 -0.3620 -4.0499
C -2.9179 3.7719 -4.5403
C -0.6185 -3.3662 2.7358
K 0.8900 1.3546 -1.0992
C 5.0020 1.1348 -4.1625
C 3.7162 1.4905 -3.7708
H 0.6653 -3.2239 -1.3869
S -0.4632 -0.8943 0.1709
C -0.7794 3.3123 -3.6192
H -3.0387 1.1570 0.7173
O -1.5065 -1.9874 -2.6336
C -3.3122 -0.3856 -3.1015
C 3.3094 -0.1859 3.5787
H -2.9856 3.9128 2.1668
H -2.6657 -3.8054 4.5382
H 0.3934 -3.0531 2.4697
H -3.3965 2.4213 4.2341
H -0.5642 -4.3604 3.1868
C -2.5489 2.0082 -2.9537
H 3.1131 -3.1567 -3.0200
C -3.2539 1.1801 1.7850
H 0.6253 -1.9859 4.7272
H -1.2708 -0.2759 -3.7971
H -2.1944 -1.6080 -4.4882
H -1.1250 4.8655 -5.0516
H -1.6566 2.5032 4.5514
C -1.2423 -2.3881 3.7250
H -0.3407 -3.2629 5.4908
H 1.1930 0.4502 5.2122
H 1.2211 -4.5699 -2.4218
H -3.8977 -0.0706 -3.9705
C -3.4111 2.7312 -3.7789
H -1.8625 3.3455 0.9185
H -4.4601 2.4636 -3.8126
H -3.9040 -1.1394 -2.5774
C -2.4345 1.9466 4.0253
Si -0.4076 -0.2297 2.1200
N -1.2484 2.3116 -2.8670
H -1.2415 3.8903 2.4883
H -4.0045 1.1007 -1.6891
C 2.0632 0.6228 3.2457
H 0.5978 1.8322 4.2794
C 4.7732 -0.9227 -2.9797
C 1.5341 -3.7273 -1.8099
C -0.3881 -2.2957 4.9843
H 3.0614 -0.9715 4.2951
C 2.6715 -1.5310 -1.8257
H 1.9191 -1.5286 -4.3480
N 2.2557 -2.7418 -2.6606
C -2.1598 1.9398 2.5247
H -3.2727 -2.8496 3.1710
H 0.4545 -2.0253 -3.4380
C 3.4722 -0.5427 -2.6241
H -4.2190 1.6689 1.9405
H 3.2036 -1.9518 -0.9698
H 1.7158 -1.1364 -1.4888
O -0.8696 1.3491 2.2907
C -2.0210 -1.0456 -3.5695
C -2.0590 3.3623 1.9934
H -3.3246 0.1511 2.1420
*
```

Computed, not measured: a structure of composition C29H51LuNOP2Si4Te in a non-equilibrium geometry, with ωB97M-V with the def2-TZVPD basis set.

Calculated values
HOMO-LUMO gap	5.42	eV
highest occupied orbital energy	-9.3	eV
E_tot	-125440.1079	eV

```
! wB97M-V def2-TZVPD RIJCOSX def2/J DEFGRID3
* xyz 1 1
C 4.9662 -0.5892 -0.7382
H -4.9504 2.8711 1.4826
N 3.4568 1.2556 -1.2797
H -2.0524 -2.8192 -2.8467
C -2.1125 -2.4234 4.0703
H -1.0152 -1.4755 -2.3466
O 1.2689 -0.0731 -2.7834
H -2.9433 0.8265 -2.1692
H 4.7759 0.5320 1.0958
H 2.4170 5.3186 -4.5296
C 2.8581 -2.7441 1.0376
H -3.1197 1.0478 3.9526
H 5.2029 -1.4215 -4.5456
H -5.2067 -2.8344 3.0309
H 6.3558 -2.8050 -2.9105
H -4.6330 0.5973 -1.6925
H -6.2824 -1.1768 2.0133
H 2.5939 4.8914 0.1858
H 1.1156 4.4662 2.3508
H 0.0111 4.9199 0.1669
C -4.2539 2.1961 0.9630
H -4.9263 -2.9221 -2.1880
H 1.8537 -0.7063 3.4365
C -4.5299 -3.4930 2.4720
H -4.4544 -4.4348 3.0324
C -3.7571 0.0899 -2.1181
H -4.8330 1.5069 4.0157
Si -3.2334 -1.4712 -1.1784
H -1.0185 3.4576 0.0867
H -2.0208 -4.4586 0.5254
H -1.1484 -1.8986 4.0524
H -2.8076 -1.8230 4.6721
C 3.4388 0.6945 -3.9395
Si -2.7602 -2.8294 2.3410
H 0.4487 2.8648 2.7868
P 1.2928 2.9296 0.5494
H -5.0046 -3.7171 1.5091
H 3.3349 3.2171 -5.4418
H 5.2646 -1.1061 1.3482
C -4.1353 0.7207 3.6902
C -0.0536 3.8873 -0.1880
H -4.0021 -0.2191 -3.1438
H 3.2451 0.3535 3.2399
H 3.4765 -1.3702 3.5279
H -3.2494 2.6355 1.0347
H -1.1475 -2.9118 -1.3330
C -1.7154 -2.2362 -1.9807
C 2.7906 3.8624 -0.1324
H -4.5328 2.1802 -0.0991
C 2.6755 4.4888 -3.8581
H -6.8180 0.4976 1.7983
H 3.8239 0.7747 -5.0047
C -6.0787 -0.2470 1.4662
H -5.5688 -2.3521 -0.6355
C 3.2584 2.1621 -3.4932
H 2.1086 -0.7605 -4.6553
H -1.5945 -4.9733 2.1716
C 5.7866 -1.9473 -2.5665
C 3.2603 2.3798 -2.1039
H 2.2680 5.6415 -2.0920
C 4.6207 -0.4911 0.7108
C 4.4306 -0.0158 -3.0603
C 4.3809 0.2898 -1.6889
H -4.3525 -0.1839 4.2745
H 3.4737 -3.2141 1.8050
H 6.1931 -2.3498 -0.4999
C 5.7138 -1.6861 -1.2096
H 3.2497 -3.0338 0.0651
H 3.6051 3.4642 0.4743
Si -2.6932 -0.8882 1.0304
C 2.1015 -0.1050 -3.7478
H -1.9652 -3.3846 4.5838
P 2.8416 -0.9372 1.1845
H 0.0319 3.8635 -1.2809
C 2.9286 3.6482 -1.5938
H 1.8585 -3.1622 1.1319
C 1.2544 3.3876 2.2716
C 5.1460 -1.1348 -3.4994
Lu 1.5188 0.5872 -0.7146
C -1.6420 -4.1050 1.4962
C 2.8506 -0.6436 3.0037
Te -0.4880 0.1154 1.5094
Si -4.3849 0.5194 1.8276
C 2.5725 4.6623 -2.4712
H 2.2027 3.1070 2.7333
C 3.1101 3.2599 -4.3734
H -6.2701 -0.4451 0.4023
C -4.6651 -2.7213 -1.1385
H -0.6138 -3.7463 1.3408
H -4.3995 -3.6835 -0.6794
*
```

Computed, not measured: a cluster of 3 separate species, C29H51NO9 in total in a non-equilibrium geometry, with ωB97M-V with the def2-TZVPD basis set.

Calculated values
HOMO-LUMO gap	9.94	eV
highest occupied orbital energy	-10.0	eV
E_tot	-50815.3957	eV
structure (SMILES)	C=CC(=O)OCCCCCC[C@@]1(CC(=O)O)OC(=O)O[C@]1(COC)OC#N.CCCCCC.CCCCCC

```
! wB97M-V def2-TZVPD RIJCOSX def2/J DEFGRID3
* xyz 0 1
O -3.6884 -2.9491 0.2051
H -2.4584 -7.2781 -1.7183
H -0.9171 -2.1873 -0.8355
N -5.1967 -4.6928 1.0115
O -2.9667 -5.3031 -1.9232
H -1.7298 3.9077 3.0047
H 8.3936 -3.2065 -0.2705
C -1.8592 2.9176 3.4500
H -1.0880 -0.4992 -1.2394
C 2.0024 2.1645 0.2871
H 4.8733 4.9797 1.0162
H 3.5709 -3.7942 -2.7294
H -1.9546 -4.4741 -0.3322
C -2.4064 3.0619 4.8712
H -2.8577 -0.2683 -0.0037
O -5.7104 -1.1955 -0.7729
H -0.8566 2.4812 3.5052
H -4.9301 5.4554 4.5172
H -0.7562 -2.6199 -3.4015
C 8.1247 -2.1565 -0.2832
H 1.6208 -3.0170 -1.2940
H -1.8877 0.1327 3.0551
C -2.0892 -6.3799 -2.2127
H 2.3797 3.3835 -1.4405
C 2.6460 1.1033 1.1739
C 3.9155 4.5915 0.6609
C -4.5226 -3.8458 0.6242
C 6.9022 -1.7580 -0.6436
H 3.2547 1.8726 -1.4355
O -3.3034 -1.7007 -3.0171
H 1.0542 -0.8464 -1.8027
O -5.1723 -2.5607 -3.9734
C -3.4127 -0.4288 -0.9303
C 2.9392 2.7024 -0.7936
H 4.7767 3.7562 -1.1219
H -3.6616 5.1127 3.3498
H 1.1249 1.7311 -0.2034
H 4.8240 2.6873 0.2569
C -0.5631 -1.6614 -2.9161
C -1.3117 -1.5071 -1.5940
H 3.9662 -2.2989 -0.8566
H -2.3971 2.0877 5.3675
H -0.8838 -0.8853 -3.6119
H 3.5043 1.4937 1.7220
C 3.1410 -2.7931 -2.7928
H 3.4584 -0.8927 -1.8235
H 8.8966 -1.4387 -0.0293
O 6.3707 -3.6267 -2.0348
H -4.5271 3.0039 4.4411
H 6.3970 -0.9264 -0.1671
H 3.2527 -2.4248 -3.8137
H 1.9325 0.7292 1.9102
C -2.3168 -4.2120 -1.3339
H 2.9852 0.2524 0.5769
C -2.8551 -1.6484 -1.6667
C -3.8140 3.6501 4.9604
H 2.1568 5.3964 -0.3457
H -3.7106 2.5131 2.4054
H -2.2587 2.0779 1.5235
C 6.1690 -2.4976 -1.7040
H -1.4699 -3.9256 -1.9609
C -3.3238 -3.0399 -1.1810
H -3.2439 5.7431 4.9460
O -5.2507 0.8465 -0.0623
H -2.0551 -6.5506 -3.2904
H -1.0694 -6.1825 -1.8708
H 2.9916 6.5532 0.6815
C -3.9158 5.0694 4.4102
H 3.3757 4.2562 1.5510
O -4.4349 -3.3192 -1.9836
C -2.8647 0.6153 2.9763
C 3.9250 -1.8779 -1.8670
H -3.4675 0.0379 2.2717
O 5.2684 -1.6956 -2.3592
C -4.8978 -0.3423 -0.6103
H -4.1190 3.6547 6.0096
C 1.6717 -2.8299 -2.3714
H -3.3562 0.5456 3.9466
C -4.3929 -2.5271 -3.0868
H -1.7201 3.6946 5.4422
H -3.1974 0.4241 -1.5841
C 4.1897 3.4083 -0.2664
H -4.4767 1.4214 -0.0256
H 1.6293 2.9835 0.9079
C 0.9487 -1.4995 -2.6762
H 1.1471 -3.6328 -2.8936
H 1.4306 -0.9931 -3.5143
H 3.6856 6.1043 -0.8764
C -2.7189 2.0647 2.5192
C 3.1422 5.7229 -0.0094
*
```

Question: The highest HOMO-LUMO gap belongs to which entry?
Answer: C29H51NO9